Record 1
One molecule with the formula C5H12N2 in a non-equilibrium geometry. Source: OMol25; level of theory: wB97M-V/def2-TZVPD.

Summary:
F_max in eV/A: 4.47
HOMO energy in eV: -8.633
2S+1: 1
Energy above the lowest of the compared OMol25 structures with the same formula, charge and spin in kcal/mol: 73.25
Orbital gap in eV: 9.70
Net charge: 0

CARTESIAN COORDINATES (ANGSTROEM)
C 2.0452 -0.8529 -1.7018
C 1.7687 0.3714 -1.3299
C 1.7311 0.9044 0.1788
C 0.4073 0.3972 0.9031
N -0.9365 0.5447 0.2204
C -2.0026 0.0081 1.0175
N -2.5284 -1.2542 0.4395
H 1.6866 -1.2693 -2.6137
H 2.5756 -1.5080 -1.0073
H 1.1861 1.1755 -1.9035
H 2.4379 0.2203 0.7893
H 1.9095 1.9524 0.1950
H 0.6198 -0.7433 1.0772
H 0.3300 1.0912 1.8718
H -0.9890 1.4733 -0.2266
H -1.6425 -0.4202 1.9857
H -2.8288 0.7007 1.1103
H -1.5956 -1.5614 0.1838
H -3.1335 -1.1140 -0.4876

***

Record 2
One molecule with the formula C5H12N2 in a non-equilibrium geometry. Source: OMol25; level of theory: wB97M-V/def2-TZVPD.

Summary:
F_max in eV/A: 6.19
HOMO energy in eV: -7.404
2S+1: 1
Energy above the lowest of the compared OMol25 structures with the same formula, charge and spin in kcal/mol: 89.23
Orbital gap in eV: 8.38
Net charge: 0

CARTESIAN COORDINATES (ANGSTROEM)
C -0.0015 1.6719 -1.4062
C 0.4830 0.6493 -0.5838
C -0.0717 -0.7870 -0.3019
C -1.6456 -0.7160 -0.1661
N -2.2155 -2.0386 0.2914
N 1.5686 1.2442 0.2016
C 2.2003 0.5904 1.3331
H -1.1487 1.5696 -1.6850
H 0.3891 2.6451 -1.4483
H 0.1938 -1.1918 0.6306
H 0.1945 -1.4655 -1.3266
H -1.6520 -0.1900 0.7270
H -2.2044 -0.3878 -1.0444
H -1.6982 -2.8727 -0.1020
H -3.1924 -2.1439 -0.0895
H 1.7911 2.2379 -0.1031
H 1.3550 0.3131 2.1640
H 3.0260 1.3093 1.8801
H 2.6286 -0.4374 1.0290

***

Record 3
One molecule with the formula C5H12N2 in a non-equilibrium geometry. Source: OMol25; level of theory: wB97M-V/def2-TZVPD.

Summary:
F_max in eV/A: 4.32
HOMO energy in eV: -8.500
2S+1: 1
Energy above the lowest of the compared OMol25 structures with the same formula, charge and spin in kcal/mol: 57.71
Orbital gap in eV: 9.49
Net charge: 0

CARTESIAN COORDINATES (ANGSTROEM)
C 1.6777 -0.5508 1.5340
C 1.1624 0.3008 0.3420
C -0.0580 -0.1925 -0.2255
N -0.7868 -0.9136 0.5652
C -1.7405 -1.6933 -0.1213
N -0.4279 0.4605 -1.4138
C -0.3210 1.8460 -1.1244
H 2.7597 -0.3563 1.6994
H 1.6620 -1.6002 1.4455
H 1.0853 -0.2427 2.3635
H 1.9870 0.5042 -0.3786
H 0.9670 1.1578 0.9808
H -2.6949 -1.1210 -0.0797
H -1.5805 -2.0083 -1.1501
H -1.8022 -2.5688 0.5919
H -1.3800 0.2014 -1.6297
H -0.5107 2.4725 -1.9997
H -0.7860 2.3031 -0.2640
H 0.7875 2.0011 -1.1355

***

Record 4
A 2-piece molecular cluster, C5H12N2 overall in a non-equilibrium geometry. Source: OMol25; level of theory: wB97M-V/def2-TZVPD.

Summary:
F_max in eV/A: 1.80
HOMO energy in eV: -9.119
2S+1: 1
Energy above the lowest of the compared OMol25 structures with the same formula, charge and spin in kcal/mol: 16.53
Orbital gap in eV: 9.88
Net charge: 0

CARTESIAN COORDINATES (ANGSTROEM)
C -1.7066 1.0375 -0.0249
C -0.7488 0.1575 0.7586
C -0.5302 -1.2359 0.0024
N -1.2180 -0.0135 2.1103
H -1.3122 1.2011 -1.0292
H -1.8118 2.0036 0.4681
H -2.6863 0.5635 -0.0914
H 0.2279 0.6488 0.8244
H -1.4981 -1.7404 -0.0001
H -0.2717 -1.1882 -1.0545
H 0.1698 -1.8466 0.5744
H -2.1662 -0.3835 2.1216
H -0.6210 -0.6440 2.6344
C 2.7357 0.0436 -0.9704
C 1.5828 0.5771 -1.6570
N 0.7785 1.1051 -2.2842
H 2.5771 -1.0157 -0.7580
H 3.6194 0.1565 -1.5957
H 2.8797 0.5738 -0.0288

***

Record 5
One molecule with the formula C5H12N2 in a non-equilibrium geometry. Source: OMol25; level of theory: wB97M-V/def2-TZVPD.

Summary:
F_max in eV/A: 3.96
HOMO energy in eV: -9.170
2S+1: 1
Energy above the lowest of the compared OMol25 structures with the same formula, charge and spin in kcal/mol: 81.51
Orbital gap in eV: 10.14
Net charge: 0

CARTESIAN COORDINATES (ANGSTROEM)
C 0.8374 0.6082 -2.0306
C 0.0312 0.9342 -1.0285
C -0.1270 0.1533 0.4394
C 0.0546 1.1429 1.5219
C 0.8564 -1.0872 0.4908
N -1.4993 -0.3847 0.5603
N -2.0381 -0.8751 -0.7203
H 0.8379 1.0869 -2.9983
H 1.6533 -0.1132 -1.9761
H -0.6783 1.7366 -1.0878
H 1.1784 1.3218 1.6812
H -0.2316 0.6992 2.4576
H -0.2091 2.2149 1.2711
H 1.2790 -1.3738 1.4824
H 0.2354 -1.9109 -0.0204
H 1.5929 -0.6898 -0.1189
H -1.3577 -1.3680 1.0710
H -2.3935 -0.0125 -1.1025
H -1.1806 -1.0040 -1.2271

***

Record 6
A 2-piece molecular cluster, C5H12N2 overall in a non-equilibrium geometry. Source: OMol25; level of theory: wB97M-V/def2-TZVPD.

Summary:
F_max in eV/A: 3.25
HOMO energy in eV: -8.764
2S+1: 1
Energy above the lowest of the compared OMol25 structures with the same formula, charge and spin in kcal/mol: 65.37
Orbital gap in eV: 9.77
Net charge: 0

CARTESIAN COORDINATES (ANGSTROEM)
H 0.8007 0.0832 1.3123
N 1.4941 0.8805 0.8875
C 1.2643 0.9570 -0.3226
C 1.8564 1.8471 -1.3528
H 0.3544 0.2618 -0.6995
H 2.2642 1.2449 -2.1656
H 1.0698 2.4690 -1.7873
H 2.6277 2.4772 -0.9071
C -2.1902 0.2099 -0.2013
C -1.0667 -0.7826 -0.0782
C -0.5302 -1.1064 1.1376
N 0.2631 -2.2308 1.3953
H -3.1627 -0.2788 -0.2057
H -2.0891 0.8031 -1.1175
H -2.1532 0.9343 0.6140
H -0.9245 -1.4576 -0.9162
H -0.9760 -0.6780 2.0297
H -0.0386 -3.1965 1.4515
H 1.1366 -2.4372 0.9258